Here is C6H12N2O2 in the gas phase from OMol25. Energies are from wB97M-V/def2-TZVPD.

Last column: Mulliken charge in e.
Atoms and positions in Å:
1 C 2.664 -0.657 1.134  -1.27
2 C 1.254 -0.116 1.172  -0.15
3 O 0.506 -0.724 0.127  -0.39
4 C -0.634 -0.051 -0.252  1.13
5 C -0.461 1.206 -1.090  -0.70
6 C -0.915 -0.072 -1.739  -0.27
7 N -0.078 -0.890 -2.562  -0.62
8 C -1.768 -0.187 0.693  -0.22
9 N -2.561 -1.094 1.007  -0.72
10 H 2.669 -1.741 1.314  0.31
11 H 3.132 -0.457 0.161  0.30
12 H 3.267 -0.173 1.914  0.38
13 H 0.776 -0.334 2.141  0.28
14 H 1.252 0.978 1.034  0.36
15 H -1.160 2.037 -0.981  0.28
16 H 0.578 1.501 -1.247  0.31
17 H -1.971 -0.117 -2.017  0.41
18 H -0.066 -0.544 -3.517  0.26
19 H 0.878 -0.886 -2.216  0.24
20 O -2.402 1.029 1.568  -0.63
21 H -1.715 1.702 1.601  0.29
22 H -3.244 -0.411 1.757  0.40

Net charge: 0
SMILES: [H]/N=C(\O)[C@]1(OCC)C[C@H]1N
Largest force on an atom (Eh/bohr): 0.0918
Total energy (Eh): -495.68695
Relative energy (zero: lowest compared OMol25 entry of this formula, charge and spin) (kcal per mole): 94.48
HOMO level (eV): -9.266

***

Here is C6H12N2O3S in the gas phase from OMol25. Energies are from wB97M-V/def2-TZVPD.

Last column: Mulliken charge in e.
Atoms and positions in Å:
1 C 1.619 0.474 -0.134  0.57
2 C 0.172 0.022 -0.437  0.39
3 C 2.532 0.149 -1.303  -1.14
4 C -1.828 -0.708 0.901  0.08
5 C -2.823 -1.347 -0.111  0.44
6 C -2.362 0.693 1.245  -1.44
7 H 2.686 0.699 1.701  0.22
8 H 2.821 -0.816 0.996  0.22
9 H 1.509 1.536 -0.110  0.32
10 H 3.559 0.240 -0.949  0.40
11 H 2.451 -0.883 -1.635  0.43
12 H 3.027 2.204 -2.188  0.10
13 H 0.235 -0.611 1.364  0.38
14 H -1.848 -1.369 1.757  0.38
15 H -2.558 1.235 0.332  0.35
16 H -3.278 0.499 1.787  0.45
17 H -1.689 1.247 1.894  0.37
18 H -1.585 -0.888 -1.521  0.42
19 N 2.214 0.010 1.101  -0.69
20 N -0.393 -0.644 0.587  -0.27
21 O -0.425 0.163 -1.493  -0.73
22 O -3.870 -1.745 0.330  -0.57
23 O -2.466 -1.430 -1.397  -0.54
24 S 2.300 1.270 -2.717  -0.14

Net charge: 0
SMILES: C[C@H](NC(=O)[C@@H](N)CS)C(=O)O
Largest force on an atom (Eh/bohr): 0.0390
Total energy (Eh): -969.26809
Relative energy (zero: lowest compared OMol25 entry of this formula, charge and spin) (kcal per mole): 16.31
HOMO level (eV): -9.197

***

Here is C6H12N2O4 in the gas phase from OMol25. Energies are from wB97M-V/def2-TZVPD.

Last column: Mulliken charge in e.
Atoms and positions in Å:
1 C 1.116 -1.921 -2.163  -0.35
2 C -0.057 -1.510 -1.181  0.36
3 C -0.713 0.236 0.402  -0.19
4 C -1.204 1.663 0.198  0.48
5 C 0.010 0.223 1.784  -0.05
6 C 0.540 -1.082 2.307  -1.45
7 H 1.846 -0.111 -3.097  0.25
8 H 2.510 -0.509 -1.653  0.23
9 H 0.744 -2.257 -3.139  0.34
10 H 1.791 -2.776 -1.762  0.24
11 H 0.361 0.539 -1.404  0.36
12 H -1.631 -0.373 0.418  0.50
13 H -0.701 0.637 2.455  0.53
14 H 1.596 1.085 0.926  0.38
15 H 0.823 -0.980 3.326  0.40
16 H -0.139 -1.910 2.114  0.35
17 H 1.505 -1.394 1.851  0.27
18 H -2.282 3.029 0.906  0.35
19 N 2.057 -0.903 -2.444  -0.66
20 N 0.116 -0.218 -0.705  -0.13
21 O -0.833 -2.301 -0.731  -0.59
22 O -0.707 2.389 -0.620  -0.58
23 O 1.038 1.133 1.769  -0.60
24 O -1.972 2.181 1.212  -0.44

Net charge: 0
SMILES: C[C@@H](O)[C@H](NC(=O)CN)C(=O)O
Largest force on an atom (Eh/bohr): 0.0669
Total energy (Eh): -646.30136
Relative energy (zero: lowest compared OMol25 entry of this formula, charge and spin) (kcal per mole): 22.02
HOMO level (eV): -9.164

***

Here is C6H12N2O5 in the gas phase from OMol25. Energies are from wB97M-V/def2-TZVPD.

Last column: Mulliken charge in e.
Atoms and positions in Å:
1 C -2.592 0.172 -1.884  -0.62
2 O -1.342 -0.348 -2.302  -0.39
3 C -0.572 -0.978 -1.322  -0.82
4 C 0.407 -0.048 -0.586  1.58
5 N -0.358 0.882 0.228  -0.72
6 C 1.448 -0.920 0.164  -1.17
7 C 1.263 -1.085 1.662  -0.62
8 O 1.766 0.053 2.381  -0.33
9 C 0.863 0.781 3.050  0.14
10 O 0.968 1.967 3.210  -0.48
11 O 1.188 0.724 -1.505  -0.41
12 N 0.479 1.869 -2.044  0.25
13 O 1.182 2.790 -2.036  -0.37
14 H -3.038 -0.450 -1.098  0.29
15 H -2.486 1.201 -1.536  0.24
16 H -3.261 0.148 -2.746  0.25
17 H -1.198 -1.465 -0.555  0.39
18 H -0.003 -1.770 -1.817  0.33
19 H -0.928 0.416 0.920  0.24
20 H 0.244 1.568 0.669  0.23
21 H 2.454 -0.545 -0.022  0.43
22 H 1.406 -1.932 -0.252  0.36
23 H 1.857 -1.946 1.981  0.40
24 H 0.229 -1.307 1.948  0.38
25 H 0.024 0.221 3.494  0.42

Net charge: 0
SMILES: COC[C@@](N)(CCOC=O)ON=O
Largest force on an atom (Eh/bohr): 0.0214
Total energy (Eh): -721.40298
Relative energy (zero: lowest compared OMol25 entry of this formula, charge and spin) (kcal per mole): 101.54
HOMO level (eV): -9.413

***

What did the second record say?
Here is C6H12N2O3S in the gas phase from OMol25. Energies are from wB97M-V/def2-TZVPD.

Last column: Mulliken charge in e.
Atoms and positions in Å:
1 C 1.619 0.474 -0.134  0.57
2 C 0.172 0.022 -0.437  0.39
3 C 2.532 0.149 -1.303  -1.14
4 C -1.828 -0.708 0.901  0.08
5 C -2.823 -1.347 -0.111  0.44
6 C -2.362 0.693 1.245  -1.44
7 H 2.686 0.699 1.701  0.22
8 H 2.821 -0.816 0.996  0.22
9 H 1.509 1.536 -0.110  0.32
10 H 3.559 0.240 -0.949  0.40
11 H 2.451 -0.883 -1.635  0.43
12 H 3.027 2.204 -2.188  0.10
13 H 0.235 -0.611 1.364  0.38
14 H -1.848 -1.369 1.757  0.38
15 H -2.558 1.235 0.332  0.35
16 H -3.278 0.499 1.787  0.45
17 H -1.689 1.247 1.894  0.37
18 H -1.585 -0.888 -1.521  0.42
19 N 2.214 0.010 1.101  -0.69
20 N -0.393 -0.644 0.587  -0.27
21 O -0.425 0.163 -1.493  -0.73
22 O -3.870 -1.745 0.330  -0.57
23 O -2.466 -1.430 -1.397  -0.54
24 S 2.300 1.270 -2.717  -0.14

Net charge: 0
SMILES: C[C@H](NC(=O)[C@@H](N)CS)C(=O)O
Largest force on an atom (Eh/bohr): 0.0390
Total energy (Eh): -969.26809
Relative energy (zero: lowest compared OMol25 entry of this formula, charge and spin) (kcal per mole): 16.31
HOMO level (eV): -9.197

***

Copy entry 4 word for word.
Here is C6H12N2O5 in the gas phase from OMol25. Energies are from wB97M-V/def2-TZVPD.

Last column: Mulliken charge in e.
Atoms and positions in Å:
1 C -2.592 0.172 -1.884  -0.62
2 O -1.342 -0.348 -2.302  -0.39
3 C -0.572 -0.978 -1.322  -0.82
4 C 0.407 -0.048 -0.586  1.58
5 N -0.358 0.882 0.228  -0.72
6 C 1.448 -0.920 0.164  -1.17
7 C 1.263 -1.085 1.662  -0.62
8 O 1.766 0.053 2.381  -0.33
9 C 0.863 0.781 3.050  0.14
10 O 0.968 1.967 3.210  -0.48
11 O 1.188 0.724 -1.505  -0.41
12 N 0.479 1.869 -2.044  0.25
13 O 1.182 2.790 -2.036  -0.37
14 H -3.038 -0.450 -1.098  0.29
15 H -2.486 1.201 -1.536  0.24
16 H -3.261 0.148 -2.746  0.25
17 H -1.198 -1.465 -0.555  0.39
18 H -0.003 -1.770 -1.817  0.33
19 H -0.928 0.416 0.920  0.24
20 H 0.244 1.568 0.669  0.23
21 H 2.454 -0.545 -0.022  0.43
22 H 1.406 -1.932 -0.252  0.36
23 H 1.857 -1.946 1.981  0.40
24 H 0.229 -1.307 1.948  0.38
25 H 0.024 0.221 3.494  0.42

Net charge: 0
SMILES: COC[C@@](N)(CCOC=O)ON=O
Largest force on an atom (Eh/bohr): 0.0214
Total energy (Eh): -721.40298
Relative energy (zero: lowest compared OMol25 entry of this formula, charge and spin) (kcal per mole): 101.54
HOMO level (eV): -9.413